No. 1
ORCA calculation (ωB97M-V/def2-TZVPD) on C24H46IrN5OSi2 as an isolated structure.

Geometry as XYZ:
```
79
Properties=species:S:1:pos:R:3:lowdin_spin:R:1
Ir -0.296 0.219 -1.065 2.284
C 4.087 -1.277 -1.884 0.008
Si 2.982 -0.968 -0.423 0.042
C 3.411 -1.947 1.101 0.008
C 3.133 0.829 0.052 0.002
N 1.269 -1.263 -0.820 0.391
C 0.789 -2.510 -1.045 0.147
C 1.582 -3.682 -1.150 0.033
C 1.004 -4.905 -1.333 0.094
C -0.404 -5.031 -1.420 0.101
C -1.207 -3.932 -1.324 0.027
C -0.649 -2.644 -1.135 0.148
N -1.370 -1.511 -0.991 0.322
Si -3.147 -1.459 -0.812 0.045
C -4.000 -2.054 -2.350 0.006
C -3.603 -2.413 0.720 0.006
C -3.601 0.331 -0.540 0.024
H 5.105 -0.957 -1.646 0.001
H 3.752 -0.693 -2.744 0.000
H 4.138 -2.319 -2.197 0.000
H 4.446 -1.740 1.382 0.001
H 3.310 -3.027 0.998 0.000
H 2.777 -1.621 1.932 0.000
H 4.148 1.001 0.418 0.000
H 2.443 1.080 0.863 0.000
H 2.982 1.506 -0.791 0.000
H 2.658 -3.611 -1.093 -0.001
H 1.627 -5.785 -1.419 0.004
H -0.845 -6.008 -1.568 0.004
H -2.279 -4.045 -1.402 -0.001
H -3.869 -3.116 -2.555 0.000
H -3.643 -1.500 -3.221 0.000
H -5.073 -1.868 -2.260 0.001
H -3.420 -3.485 0.648 0.000
H -4.666 -2.274 0.933 0.001
H -3.044 -2.033 1.579 0.000
H -3.455 0.925 -1.446 0.006
H -3.048 0.787 0.284 0.003
H -4.665 0.386 -0.294 0.003
O -0.594 0.978 1.068 0.135
C -0.615 0.198 2.070 0.013
C -1.256 0.647 3.352 0.007
C -0.261 0.788 4.537 0.000
C 1.073 0.058 4.372 0.000
C 0.972 -1.461 4.243 0.000
C -0.044 -1.909 3.187 0.001
N -0.083 -1.007 2.035 0.007
H -2.033 -0.082 3.595 0.001
H -1.757 1.591 3.154 0.000
H -0.757 0.449 5.447 0.000
H -0.049 1.847 4.679 0.000
H 1.705 0.295 5.229 0.000
H 1.598 0.462 3.499 0.000
H 0.685 -1.903 5.199 0.000
H 1.958 -1.860 3.998 0.000
H -1.046 -1.969 3.613 0.000
H 0.197 -2.901 2.809 0.000
H 0.371 -1.281 1.169 0.001
C 0.641 4.741 -0.784 0.000
C 0.604 3.240 -0.423 0.003
N -0.008 2.448 -1.517 0.036
C -1.383 2.953 -1.753 0.032
C -1.364 4.443 -2.164 0.006
N 0.063 4.901 -2.160 0.000
C 0.867 4.115 -3.153 0.001
C 0.781 2.625 -2.758 0.015
H 1.654 5.138 -0.807 0.000
H 0.042 5.349 -0.109 0.000
H 0.024 3.066 0.479 0.000
H 1.608 2.866 -0.252 0.000
H -1.959 2.806 -0.842 0.005
H -1.837 2.353 -2.540 0.011
H -1.911 5.073 -1.465 0.000
H -1.759 4.604 -3.164 0.000
H 0.094 5.887 -2.419 0.000
H 1.885 4.498 -3.123 0.000
H 0.450 4.309 -4.139 0.000
H 1.774 2.214 -2.596 0.002
H 0.305 2.046 -3.548 0.007
```

Output
E_HOMO (spin up / spin down) ... -12.15 / -13.35 eV
Total charge ... +2
Orbital gap (spin up / spin down) ... 6.959 / 6.669 eV
2S+1 ... 5

No. 2
ORCA calculation (ωB97M-V/def2-TZVPD) on a 2-piece molecular cluster, C24H47BrN4O5PS overall in a non-equilibrium geometry.

Geometry as XYZ:
```
83
Properties=species:S:1:pos:R:3:mulliken_charge:R:1
C -0.486 0.856 4.164 -0.560
O 0.255 -0.305 3.827 -0.355
C 1.453 -0.054 3.125 -1.710
C 1.350 -0.463 1.642 1.079
C 1.004 -1.958 1.364 -0.099
C 1.086 -2.845 2.603 -0.253
O 2.035 -3.087 3.195 -0.378
Br -0.609 -3.636 3.233 -0.170
N 0.131 0.271 1.144 0.330
C 0.454 1.539 0.904 -1.043
N -0.334 2.580 0.742 0.822
C -1.789 2.409 0.802 -0.875
C -2.541 2.557 -0.516 1.084
C -4.041 2.332 -0.413 -1.418
N -2.065 2.828 -1.646 -0.649
P 0.350 4.189 0.435 0.228
S -0.137 5.421 1.844 -0.332
N 1.837 1.614 0.828 -0.673
C 2.353 0.215 0.645 1.604
C 2.083 -0.218 -0.796 -0.901
C 2.246 0.904 -1.866 -1.730
C 0.905 1.119 -2.605 0.610
C 0.599 -0.083 -3.512 -0.974
C -0.928 -0.242 -3.732 -1.235
C -1.557 -1.255 -2.745 -0.065
C -2.983 -0.819 -2.307 -1.457
C -3.223 -0.969 -0.812 0.046
O -3.523 -2.324 -0.453 -0.322
C -4.112 -2.445 0.764 0.443
C -3.747 -1.538 1.927 -0.365
O -4.912 -3.278 0.918 -0.541
C 3.824 0.323 1.145 -1.165
C 4.852 -0.710 0.621 0.226
C 5.438 -0.354 -0.760 -1.383
C 4.383 -2.187 0.705 -1.169
H -1.558 0.642 4.089 0.257
H -0.321 1.167 5.202 0.336
H -0.276 1.729 3.529 0.188
H 2.230 -0.680 3.584 0.588
H 1.769 0.980 3.288 0.565
H -0.018 -2.025 0.990 0.252
H 1.650 -2.414 0.614 0.496
H -0.749 0.067 1.606 0.042
H -2.201 3.131 1.517 0.650
H -2.052 1.431 1.212 0.015
H -4.475 2.343 -1.406 0.363
H -4.458 3.114 0.229 0.490
H -4.190 1.361 0.074 0.232
H -1.050 2.935 -1.559 -0.037
H 1.749 4.104 0.369 0.115
H -0.092 4.601 -0.844 0.167
H 2.297 2.135 1.564 0.551
H 2.747 -1.027 -1.095 1.208
H 1.079 -0.631 -0.915 -0.551
H 2.940 0.531 -2.626 0.576
H 2.672 1.837 -1.490 0.363
H 0.081 1.128 -1.875 -0.779
H 0.902 2.019 -3.225 0.634
H 0.943 -1.018 -3.048 0.210
H 1.137 -0.035 -4.462 0.543
H -1.086 -0.625 -4.741 0.454
H -1.385 0.740 -3.579 0.560
H -1.667 -2.217 -3.254 0.498
H -0.908 -1.424 -1.873 -0.105
H -3.703 -1.471 -2.807 0.394
H -3.154 0.230 -2.566 0.531
H -2.323 -0.629 -0.262 0.055
H -4.050 -0.316 -0.505 0.572
H -2.668 -1.362 2.012 -0.181
H -4.030 -2.059 2.840 0.393
H -4.286 -0.586 1.931 0.295
H 4.169 1.319 0.835 0.536
H 3.890 0.320 2.239 0.343
H 5.708 -0.650 1.301 0.646
H 4.675 -0.255 -1.535 0.183
H 5.988 0.588 -0.714 0.374
H 6.088 -1.181 -1.058 0.450
H 5.270 -2.787 0.920 0.548
H 3.980 -2.568 -0.237 0.275
H 3.693 -2.272 1.546 0.080
O -4.613 -3.251 -3.502 -0.614
H -4.574 -3.870 -2.763 0.307
H -5.426 -3.485 -3.965 0.282
```

Output
E_HOMO ... -12.45 eV
Relative energy (zero: lowest compared OMol25 entry of this formula, charge and spin) ... 0.2721 eV
Total charge ... +1
Orbital gap ... 9.278 eV

No. 3
ORCA calculation (ωB97M-V/def2-TZVPD) on a 10-piece molecular cluster, C24H47Cl2NO37S9 overall.

Geometry as XYZ:
```
120
Properties=species:S:1:pos:R:3:mulliken_charge:R:1
C -0.833 -5.217 -3.029 -1.299
C -0.917 -3.863 -3.663 0.917
Cl -0.048 -3.741 -5.159 -0.171
C -1.586 -2.811 -3.200 0.229
Cl -2.532 -2.967 -1.744 -0.334
C -1.665 -1.427 -3.803 -1.100
O -0.455 -0.866 -4.234 -0.387
C 0.512 -0.611 -3.212 0.271
C 1.862 -1.187 -3.635 -0.783
N 2.949 -0.295 -3.168 -0.444
H -1.472 -5.936 -3.539 0.353
H -1.083 -5.153 -1.972 0.269
H 0.207 -5.542 -3.087 0.388
H -2.127 -0.757 -3.069 0.475
H -2.338 -1.452 -4.663 0.436
H 0.619 0.472 -3.099 -0.076
H 0.224 -0.993 -2.229 0.220
H 1.978 -2.188 -3.224 0.147
H 1.867 -1.256 -4.724 0.475
H 3.380 0.114 -3.988 0.241
H 3.663 -0.891 -2.765 0.208
O 1.869 0.680 0.141 -0.660
S 2.690 -0.478 0.192 1.292
O 2.313 -1.671 -0.490 -0.535
O 2.994 -0.808 1.715 -0.258
C 4.419 -0.844 1.952 0.378
C 4.985 0.115 0.932 -0.357
O 4.176 -0.102 -0.243 -0.415
H 4.768 -1.864 1.783 0.127
H 4.650 -0.543 2.967 -0.247
H 6.029 -0.074 0.706 0.330
H 4.862 1.153 1.245 0.330
O 6.112 0.134 4.222 -0.600
S 6.365 -0.726 5.333 1.070
O 7.210 -1.850 5.207 -0.514
O 4.957 -1.177 5.923 -0.131
C 4.850 -0.814 7.305 -0.333
C 5.708 0.427 7.425 -0.223
O 6.836 0.163 6.570 -0.341
H 5.236 -1.636 7.910 0.304
H 3.811 -0.630 7.561 0.267
H 6.042 0.611 8.441 0.317
H 5.188 1.304 7.047 0.105
O -0.931 5.540 -1.344 -0.599
S -1.360 5.266 -2.667 1.178
O -2.358 6.071 -3.289 -0.526
O -1.802 3.742 -2.770 -0.297
C -1.052 3.075 -3.804 0.426
C 0.273 3.808 -3.833 -0.434
O -0.101 5.187 -3.631 -0.341
H -1.584 3.185 -4.750 0.123
H -0.953 2.019 -3.572 -0.249
H 0.794 3.701 -4.780 0.354
H 0.929 3.498 -3.019 0.382
O -6.371 0.910 -5.773 -0.540
S -5.342 1.748 -6.280 1.085
O -4.313 1.223 -7.103 -0.579
O -4.694 2.528 -5.048 -0.153
C -4.765 3.948 -5.256 -0.281
C -6.000 4.140 -6.110 -0.387
O -5.975 3.016 -7.009 -0.340
H -3.860 4.260 -5.780 0.240
H -4.821 4.456 -4.297 0.299
H -5.990 5.069 -6.672 0.319
H -6.913 4.084 -5.515 0.306
O 3.581 -4.034 4.949 -0.590
S 4.835 -4.637 4.660 1.300
O 6.042 -3.911 4.825 -0.523
O 4.766 -5.232 3.179 -0.256
C 5.058 -6.635 3.188 -0.364
C 4.589 -7.104 4.545 -0.292
O 4.949 -6.028 5.435 -0.372
H 6.135 -6.767 3.064 0.308
H 4.532 -7.128 2.376 0.242
H 5.070 -8.026 4.861 0.309
H 3.510 -7.225 4.574 0.293
O -0.198 -6.647 3.054 -0.572
S 0.913 -7.080 2.292 1.003
O 2.067 -7.620 2.924 -0.520
O 1.355 -5.901 1.319 -0.222
C 1.346 -6.339 -0.045 -0.175
C 0.274 -7.410 -0.082 -0.375
O 0.437 -8.105 1.165 -0.348
H 2.330 -6.746 -0.286 0.260
H 1.132 -5.498 -0.697 0.210
H 0.395 -8.104 -0.910 0.354
H -0.728 -6.979 -0.110 0.318
O 3.723 2.946 8.211 -0.530
S 3.084 3.189 6.964 1.095
O 3.756 3.843 5.903 -0.544
O 1.691 3.907 7.248 -0.311
C 0.608 3.142 6.691 -0.379
C 1.099 1.710 6.740 -0.377
O 2.494 1.810 6.411 -0.144
H 0.442 3.476 5.665 0.295
H -0.292 3.300 7.276 0.307
H 0.597 1.061 6.028 0.352
H 1.010 1.290 7.744 0.275
O -8.494 -0.946 -0.330 -0.549
S -8.313 -1.660 -1.543 1.073
O -9.327 -2.512 -2.050 -0.545
O -6.933 -2.461 -1.449 -0.313
C -6.065 -2.096 -2.531 0.202
C -6.452 -0.666 -2.856 -0.070
O -7.879 -0.651 -2.701 -0.273
H -6.263 -2.762 -3.373 0.359
H -5.028 -2.198 -2.221 -0.186
H -6.188 -0.369 -3.867 0.081
H -6.020 0.039 -2.142 0.274
O -6.430 10.244 -1.742 -0.538
S -5.182 10.513 -1.121 1.090
O -4.985 11.686 -0.349 -0.530
O -4.039 10.397 -2.230 -0.334
C -3.054 9.428 -1.840 -0.234
C -3.823 8.438 -0.993 -0.227
O -4.737 9.255 -0.245 -0.331
H -2.279 9.935 -1.262 0.306
H -2.611 8.971 -2.720 0.237
H -3.183 7.876 -0.320 0.293
H -4.399 7.750 -1.615 0.262
```

Output
E_HOMO ... -9.74 eV
Structure (SMILES) ... C/C(Cl)=C(\Cl)COCCN.O=S1(=O)OCCO1.O=S1(=O)OCCO1.O=S1(=O)OCCO1.O=S1(=O)OCCO1.O=S1(=O)OCCO1.O=S1(=O)OCCO1.O=S1(=O)OCCO1.O=S1(=O)OCCO1.O=S1(=O)OCCO1
Orbital gap ... 9.800 eV

No. 4
ORCA calculation (ωB97M-V/def2-TZVPD) on C24H47HfO6P2 as an isolated structure.

Geometry as XYZ:
```
80
Properties=species:S:1:pos:R:3:mulliken_charge:R:1
Hf -0.461 -1.516 -0.480 1.829
C 3.667 -3.976 -1.973 -1.447
C 2.556 -3.734 -0.938 0.525
C 2.328 -4.968 -0.071 -1.710
C 1.317 -3.268 -1.669 0.248
C 0.215 -4.102 -1.924 -0.403
C -0.902 -3.641 -2.610 -0.829
C -0.972 -2.329 -3.110 0.399
C -2.172 -1.833 -3.867 -1.602
C 0.174 -1.533 -2.969 -0.676
C 1.284 -1.982 -2.244 0.308
H 4.567 -4.319 -1.464 0.445
H 3.921 -3.075 -2.534 0.357
H 3.368 -4.750 -2.685 0.401
H 2.868 -2.908 -0.290 0.050
H 2.156 -5.862 -0.677 0.445
H 1.490 -4.850 0.621 0.394
H 3.220 -5.159 0.523 0.428
H 0.248 -5.136 -1.603 0.498
H -1.727 -4.319 -2.798 0.542
H -2.404 -0.795 -3.628 0.310
H -3.050 -2.446 -3.678 0.456
H -1.961 -1.873 -4.939 0.380
H 0.209 -0.572 -3.462 0.603
H 2.177 -1.370 -2.198 0.575
C 2.130 1.989 -3.357 -1.229
C 2.378 2.527 -1.973 0.625
C 3.255 1.656 -1.107 -1.141
O 1.038 2.760 -1.319 -0.353
P 0.065 1.910 -0.510 -0.301
O -0.213 0.512 -1.060 -0.433
C 0.704 1.703 1.191 0.138
P 0.235 0.110 1.835 0.306
O 0.902 -0.997 0.988 -0.860
O 0.418 -0.108 3.312 -0.270
C 0.676 0.755 4.564 0.502
C 2.066 1.322 4.469 -1.320
C -0.431 1.764 4.714 -1.050
O -1.259 -0.152 1.351 -0.635
C -2.586 0.378 1.894 1.053
C -3.507 0.476 0.713 -1.529
C -3.056 -0.547 2.987 -1.432
O -1.268 2.662 -0.408 0.158
C -1.430 4.171 -0.271 0.558
C -1.807 4.699 -1.627 -1.433
C -2.465 4.372 0.802 -1.202
H 3.064 2.013 -3.919 0.502
H 1.398 2.592 -3.894 0.372
H 1.783 0.952 -3.315 0.024
H 2.777 3.534 -2.022 0.340
H 2.780 0.690 -0.894 0.069
H 3.531 2.145 -0.172 0.338
H 4.181 1.451 -1.644 0.476
H 0.291 2.506 1.809 0.316
H 1.794 1.772 1.214 0.640
H 0.616 -0.001 5.339 0.326
H 2.130 2.127 3.733 0.260
H 2.800 0.549 4.241 0.400
H 2.327 1.748 5.438 0.471
H -0.415 2.513 3.917 0.227
H -0.277 2.298 5.652 0.483
H -1.412 1.294 4.763 0.288
H -2.343 1.370 2.278 0.156
H -3.734 -0.518 0.321 0.343
H -3.101 1.117 -0.069 0.274
H -4.454 0.908 1.039 0.501
H -3.476 -1.464 2.572 0.352
H -3.840 -0.044 3.556 0.450
H -2.256 -0.809 3.677 0.363
H -0.459 4.560 0.043 0.392
H -2.761 4.280 -1.950 0.310
H -1.043 4.481 -2.373 0.340
H -1.914 5.782 -1.561 0.459
H -3.414 3.922 0.507 0.282
H -2.627 5.441 0.943 0.501
H -2.148 3.956 1.761 0.197
C -1.771 -2.994 0.443 -1.508
H -2.834 -2.747 0.533 0.408
H -1.416 -3.067 1.483 0.498
H -1.737 -4.001 0.032 0.474
```

Output
E_HOMO ... -18.82 eV
Total charge ... +3
Orbital gap ... 9.107 eV

No. 5
ORCA calculation (ωB97M-V/def2-TZVPD) on C24H47N4O11Y as an isolated structure in a non-equilibrium geometry.

Geometry as XYZ:
```
87
Properties=species:S:1:pos:R:3:mulliken_charge:R:1
Y -0.128 -3.531 1.543 1.799
C -0.820 0.900 1.113 -1.573
C 0.054 -0.061 0.339 1.269
O -0.201 -1.400 0.616 -0.392
H -1.847 0.758 0.765 0.083
H -0.657 1.933 0.786 0.474
H -0.667 0.878 2.190 0.194
H 1.094 0.252 0.534 -0.230
H -0.023 0.099 -0.745 -0.853
C -3.688 4.962 -0.071 -0.798
O -3.261 3.858 0.710 -0.243
C -4.300 2.962 0.974 -0.547
C -4.154 2.053 2.188 0.231
O -5.050 0.999 2.127 -0.377
C -4.667 -0.117 2.919 -0.481
H -4.605 5.431 0.290 0.339
H -3.954 4.572 -1.061 0.314
H -2.912 5.710 -0.188 0.273
H -4.391 2.322 0.088 0.228
H -5.253 3.467 1.187 0.413
H -4.130 2.646 3.111 0.355
H -3.084 1.786 2.089 -0.281
H -5.560 -0.450 3.441 0.337
H -3.879 -0.010 3.673 0.105
H -4.198 -0.754 2.160 0.195
C 1.207 -1.266 3.729 0.344
O 0.922 -2.441 3.415 -0.866
N 0.391 -0.473 4.404 0.281
C 0.791 0.846 4.914 -0.900
C -0.789 -0.994 5.108 -1.011
H 2.118 -0.755 3.403 0.320
H 1.016 0.754 5.975 0.331
H -0.051 1.529 4.802 0.331
H 1.567 1.242 4.260 0.321
H -0.461 -1.258 6.116 0.391
H -1.558 -0.231 5.077 0.351
H -1.108 -1.949 4.696 0.255
C 3.499 -3.574 1.890 -0.032
O 2.357 -3.934 1.566 -0.538
N 4.120 -2.521 1.386 0.307
C 5.558 -2.320 1.654 -0.882
C 3.396 -1.526 0.595 -1.066
H 4.138 -4.204 2.517 0.349
H 5.663 -1.282 1.972 0.315
H 6.149 -2.398 0.743 0.323
H 5.857 -3.044 2.403 0.306
H 2.359 -1.878 0.549 0.163
H 3.271 -0.660 1.247 0.385
H 3.753 -1.425 -0.425 0.532
C 0.931 -4.653 -1.702 0.117
O 0.696 -4.133 -0.584 -0.506
N 0.579 -4.084 -2.831 0.246
C 0.968 -4.648 -4.125 -0.873
C -0.077 -2.794 -2.931 -0.832
H 1.514 -5.568 -1.825 0.387
H 1.586 -5.522 -3.921 0.324
H 1.513 -3.958 -4.764 0.297
H 0.037 -4.927 -4.620 0.353
H 0.474 -2.006 -3.459 0.647
H -1.020 -2.826 -3.475 0.281
H -0.129 -2.309 -1.953 -0.224
C -0.396 0.334 -2.801 0.815
O 0.036 -0.430 -3.655 -0.780
N -1.687 0.660 -2.705 0.468
C -2.196 1.419 -1.551 -0.733
C -2.581 0.625 -3.843 -1.249
H 0.213 0.865 -2.052 0.013
H -1.377 1.845 -0.980 0.008
H -2.811 0.670 -1.039 0.345
H -2.968 2.142 -1.810 0.522
H -2.104 0.406 -4.793 0.368
H -3.501 0.032 -3.809 0.377
H -3.037 1.617 -3.948 0.415
C 1.821 3.062 -3.528 -0.586
C 1.366 3.382 -2.303 0.160
C 1.855 2.692 -1.066 0.838
O 1.644 3.128 0.050 -0.632
C 2.579 1.440 -1.246 -0.729
C 3.097 1.180 -2.460 0.576
C 2.856 2.024 -3.683 0.599
O 3.454 1.847 -4.714 -0.586
O 3.900 0.144 -2.725 -0.576
O 0.257 4.115 -2.131 -0.542
H 1.434 3.450 -4.460 0.485
H 2.811 0.725 -0.475 0.288
H 4.161 0.169 -3.664 0.370
H 0.221 4.383 -1.193 0.408
```

Output
E_HOMO ... -13.52 eV
Total charge ... +2
Orbital gap ... 6.091 eV